No. 1
A single C5H14N2O molecule at a distorted geometry, computed with the ωB97M-V functional and the def2-TZVPD basis.

Output
orbital gap = 10.11 eV
E_HOMO = -9.067 eV
relative energy (zero: lowest compared OMol25 entry of this formula, charge and spin) = 61.29 kcal/mol

Structure (ORCA input):
```
! wB97M-V def2-TZVPD RIJCOSX def2/J DEFGRID3
* xyz 0 1
O 0.773 1.757 0.677
N 0.816 -1.700 1.049
H -1.354 -0.250 1.042
H 1.371 1.489 1.395
H 3.360 -1.206 0.394
H -1.404 -0.048 -2.019
H 0.178 -1.606 1.840
C -1.920 1.576 0.139
H -1.059 -1.536 -1.132
H -2.998 1.375 0.118
H -2.651 -0.789 -1.008
H 3.074 0.271 -0.516
H 2.376 -1.261 -1.099
C -1.577 -0.577 -1.075
C 0.488 0.534 0.032
H -1.680 2.212 -0.720
C 2.615 -0.674 -0.207
H -1.725 2.138 1.058
H 0.347 -2.215 0.305
N 1.358 -0.450 0.644
C -1.113 0.273 0.110
H 0.725 0.685 -1.028
*
```

=====

No. 2
A single C5H14N2O molecule at a distorted geometry, computed with the ωB97M-V functional and the def2-TZVPD basis.

Output
orbital gap = 9.12 eV
E_HOMO = -8.225 eV
relative energy (zero: lowest compared OMol25 entry of this formula, charge and spin) = 94.32 kcal/mol

Structure (ORCA input):
```
! wB97M-V def2-TZVPD RIJCOSX def2/J DEFGRID3
* xyz 0 1
O 1.321 -1.312 0.616
H 2.145 -0.544 -1.656
H -3.173 0.848 0.604
H 2.295 1.032 1.580
N -1.300 -0.158 0.017
C 2.345 0.280 -0.892
N -0.121 0.181 -0.767
H -1.692 1.782 0.237
H 2.332 1.241 -1.363
H -2.825 -1.635 -0.799
H 1.502 -1.267 1.568
C 1.180 0.005 0.122
H -2.061 -1.759 0.819
C -2.292 0.889 -0.130
C 1.196 1.044 1.210
H -2.625 0.896 -1.127
H 3.229 0.027 -0.482
C -1.910 -1.498 -0.137
H -1.005 -2.128 -0.642
H 1.035 1.937 0.738
H 0.377 0.772 1.894
H 0.047 -0.633 -1.412
*
```

=====

No. 3
2 unconnected molecules or ions with the total composition C5H14N2O at a distorted geometry, computed with the ωB97M-V functional and the def2-TZVPD basis.

Output
orbital gap = 4.98 eV
E_HOMO = -8.312 eV
relative energy (zero: lowest compared OMol25 entry of this formula, charge and spin) = 207.98 kcal/mol

Structure (ORCA input):
```
! wB97M-V def2-TZVPD RIJCOSX def2/J DEFGRID3
* xyz 0 1
C -0.330 -0.997 -1.717
H -0.844 -0.053 -2.137
H 0.542 -0.331 0.640
H 3.021 -3.151 1.729
O 1.465 1.667 0.396
H -1.847 1.513 0.397
C 0.225 1.985 0.805
H -0.741 1.236 -0.997
H -2.327 -0.837 1.670
H -0.905 -1.814 2.081
H 1.520 0.346 -1.461
C -0.892 1.075 0.083
N 1.158 -0.595 -1.725
H 0.164 1.919 1.961
N -0.662 -1.486 -0.459
H 2.476 -2.745 1.443
C -0.542 -0.402 0.434
H 1.862 -1.120 -2.366
H -0.478 -1.804 -2.449
C -1.242 -0.811 1.804
H -0.022 3.049 0.549
H -0.935 -0.090 2.606
*
```

=====

No. 4
3 unconnected molecules or ions with the total composition C5H14N2O at a distorted geometry, computed with the ωB97M-V functional and the def2-TZVPD basis.

Output
orbital gap (spin up / spin down) = 7.41 / 7.41 eV
E_HOMO (spin up / spin down) = -6.561 / -6.562 eV
relative energy (zero: lowest compared OMol25 entry of this formula, charge and spin) = 114.23 kcal/mol

Structure (ORCA input):
```
! wB97M-V def2-TZVPD RIJCOSX def2/J DEFGRID3
* xyz 0 1
H 0.101 2.703 -0.176
H -0.379 -0.360 -2.300
H 2.141 -0.782 1.121
H 2.080 -0.619 -0.612
H -2.627 0.329 -0.473
C 0.200 1.865 0.515
H -1.268 -2.045 1.325
C 0.452 -1.401 0.217
O 1.539 0.293 -1.939
C 0.302 0.451 -1.982
C -0.715 0.718 0.155
C -0.184 -2.001 1.429
H -0.959 0.179 1.064
N 1.762 -1.117 0.245
N -1.989 1.109 -0.375
H 0.057 -1.427 2.327
H 0.016 2.237 1.529
H -0.114 1.462 -2.106
H 0.180 -3.023 1.576
H 0.088 -1.735 -0.746
H -1.933 1.604 -1.259
H 1.249 1.560 0.466
*
```

=====

No. 5
2 unconnected molecules or ions with the total composition C5H14N2O at a distorted geometry, computed with the ωB97M-V functional and the def2-TZVPD basis.

Output
orbital gap = 9.34 eV
E_HOMO = -8.459 eV
relative energy (zero: lowest compared OMol25 entry of this formula, charge and spin) = 57.24 kcal/mol

Structure (ORCA input):
```
! wB97M-V def2-TZVPD RIJCOSX def2/J DEFGRID3
* xyz 0 1
N 1.077 2.428 0.935
C 0.502 -0.490 -1.414
H -0.855 0.601 -0.029
C -0.345 -0.363 -0.083
C 2.021 -0.286 -1.253
H 2.375 -0.129 -2.287
H -5.801 -1.776 -1.222
H 0.301 -1.479 -1.834
H -4.820 -1.870 -0.001
C 0.872 1.636 2.047
H 2.673 -1.104 -1.005
H -1.124 -1.122 -0.250
H -0.110 -1.458 1.776
N 0.511 0.440 2.133
H 0.072 0.214 -2.136
H 0.956 2.220 2.984
C 0.417 -0.678 1.228
H 2.338 0.616 -0.747
O -4.940 -1.482 -0.874
H 1.611 3.283 0.949
H 1.380 -1.128 0.990
H 0.888 1.929 0.092
*
```

=====

No. 6
3 unconnected molecules or ions with the total composition C5H14N2O at a distorted geometry, computed with the ωB97M-V functional and the def2-TZVPD basis.

Output
orbital gap = 8.47 eV
E_HOMO = -8.387 eV
relative energy (zero: lowest compared OMol25 entry of this formula, charge and spin) = 135.48 kcal/mol

Structure (ORCA input):
```
! wB97M-V def2-TZVPD RIJCOSX def2/J DEFGRID3
* xyz 0 1
H 3.028 -2.723 0.073
N 0.111 3.572 0.526
H 0.172 -2.400 0.310
C -1.604 0.449 0.671
N 2.853 -2.159 -0.692
H -2.132 2.504 0.753
H 3.742 -1.787 -0.983
O -0.265 3.979 1.588
C -1.782 1.817 0.056
H -2.307 0.240 1.553
H -1.514 -2.369 0.498
H 0.553 -1.090 -1.421
C 0.085 -0.183 -1.065
C -0.616 -1.865 0.720
H 1.057 0.215 -0.630
H -0.756 2.179 -0.380
H -2.380 1.591 -0.873
H 2.632 -2.724 -1.482
H -0.390 0.454 -1.857
H -0.635 -2.028 1.769
C -0.771 -0.488 0.196
H 0.919 2.815 0.671
*
```

=====

No. 7
2 unconnected molecules or ions with the total composition C5H14N2O at a distorted geometry, computed with the ωB97M-V functional and the def2-TZVPD basis.

Output
orbital gap = 7.31 eV
E_HOMO = -6.778 eV
relative energy (zero: lowest compared OMol25 entry of this formula, charge and spin) = 95.72 kcal/mol

Structure (ORCA input):
```
! wB97M-V def2-TZVPD RIJCOSX def2/J DEFGRID3
* xyz 0 1
C -0.479 1.138 0.324
H -2.376 -0.953 -0.489
H -1.229 1.504 2.202
H -0.537 2.884 1.424
O 1.832 -0.771 -2.419
C -0.486 -0.322 0.395
N -0.821 1.919 1.383
H 1.125 0.906 -0.992
H 0.943 -1.138 -2.383
H 2.512 -1.134 -0.471
H 3.041 0.329 -1.215
H -1.804 -0.824 2.069
C -1.308 -0.985 -0.716
N 0.142 1.617 -0.742
H -0.563 -2.011 1.716
H -1.022 -2.035 -0.813
C -0.760 -0.939 1.758
H -1.143 -0.489 -1.671
H -0.121 -0.515 2.536
C 2.155 -0.301 -1.094
H 0.658 -0.501 0.007
H 0.242 2.622 -0.810
*
```

=====

No. 8
2 unconnected molecules or ions with the total composition C5H14N2O at a distorted geometry, computed with the ωB97M-V functional and the def2-TZVPD basis.

Output
orbital gap (spin up / spin down) = 7.50 / 4.36 eV
⟨S²⟩ = 0.754
E_HOMO (spin up / spin down) = -21.917 / -21.916 eV
relative energy (zero: lowest compared OMol25 entry of this formula, charge and spin) = 21.77 kcal/mol

Structure (ORCA input):
```
! wB97M-V def2-TZVPD RIJCOSX def2/J DEFGRID3
* xyz 3 2
C 0.055 1.924 -1.338
C 0.398 0.618 -1.138
H 2.221 -0.565 -1.183
H -0.604 1.716 1.226
N -1.500 0.186 2.233
H 0.690 2.604 -1.883
H -1.495 -0.830 2.072
O -0.175 -2.317 2.588
H -0.859 -0.947 -0.421
H -0.862 0.345 3.040
H 2.437 -0.560 -3.545
C -0.273 -0.146 0.028
H -0.113 -3.239 2.301
C -1.153 0.818 0.897
H -2.439 0.508 2.504
H 0.550 -0.573 0.600
H -2.049 1.095 0.336
C 1.582 -0.153 -3.021
N 1.462 -0.117 -1.725
H 0.397 -2.357 3.370
H 0.861 0.370 -3.647
H -0.862 2.523 -1.294
*
```

=====

No. 9
2 unconnected molecules or ions with the total composition C5H14N2O2 at a distorted geometry, computed with the ωB97M-V functional and the def2-TZVPD basis.

Output
orbital gap = 9.37 eV
E_HOMO = -8.718 eV
relative energy (zero: lowest compared OMol25 entry of this formula, charge and spin) = 55.01 kcal/mol

Structure (ORCA input):
```
! wB97M-V def2-TZVPD RIJCOSX def2/J DEFGRID3
* xyz 0 1
O -0.559 2.374 2.944
H -0.954 -0.962 -1.176
H -0.287 0.337 1.251
H 0.184 -2.058 2.174
N -0.878 1.032 -0.943
H 0.386 -0.116 -2.840
C 0.926 -0.272 -1.905
H -0.915 1.513 3.080
C -0.283 -0.306 -0.736
H 1.710 0.494 -1.616
H -1.073 2.828 2.284
H -1.356 -1.931 1.390
H 1.252 -0.302 0.780
H 1.091 -2.314 -2.329
C 0.199 -0.535 0.704
O -1.071 3.169 -0.422
H 2.308 -1.927 -1.213
C -0.315 -1.841 1.277
C -0.497 2.128 -0.205
H -0.116 -2.770 0.555
H 0.252 1.906 0.524
N 1.729 -1.570 -1.992
H -1.734 1.121 -1.586
*
```

=====

No. 10
A single C5H14N2O2 molecule at a distorted geometry, computed with the ωB97M-V functional and the def2-TZVPD basis.

Output
orbital gap = 10.01 eV
E_HOMO = -9.087 eV
relative energy (zero: lowest compared OMol25 entry of this formula, charge and spin) = 27.46 kcal/mol

Structure (ORCA input):
```
! wB97M-V def2-TZVPD RIJCOSX def2/J DEFGRID3
* xyz 0 1
H 1.090 -0.341 1.977
H 2.149 1.050 -0.977
H 0.677 2.152 0.756
H -1.030 2.411 0.386
C -0.289 1.662 0.660
H 0.305 -1.769 1.253
N 1.135 -1.387 -1.222
H -0.860 -0.989 -0.896
C -0.207 0.612 -0.440
O 0.144 1.253 -1.658
H -3.133 -0.994 0.058
H -0.679 1.422 -2.131
H 1.130 -0.942 -2.134
H 1.950 -1.985 -1.134
H 2.071 -1.620 1.279
C 1.118 -0.382 -0.180
H -2.772 0.582 0.778
C 1.135 -1.072 1.177
N -1.424 -0.105 -0.666
H -1.880 -0.864 1.297
H -0.560 1.219 1.613
O 2.265 0.447 -0.230
C -2.334 -0.357 0.435
*
```

=====

No. 11
2 unconnected molecules or ions with the total composition C5H14N2O2 at a distorted geometry, computed with the ωB97M-V functional and the def2-TZVPD basis.

Output
orbital gap = 9.20 eV
E_HOMO = -8.570 eV
relative energy (zero: lowest compared OMol25 entry of this formula, charge and spin) = 81.84 kcal/mol

Structure (ORCA input):
```
! wB97M-V def2-TZVPD RIJCOSX def2/J DEFGRID3
* xyz 0 1
N -1.599 -0.166 0.675
H -1.871 0.735 0.327
O 2.365 -0.771 -2.241
C -2.076 -1.409 0.065
N -1.356 -1.609 -1.254
H -0.783 2.441 0.666
H -1.569 -2.163 0.813
H 1.125 1.375 1.250
H 2.670 1.169 -1.870
C 2.417 0.174 -1.503
H 0.491 1.271 -0.332
H 2.445 -1.075 0.352
H -0.175 -0.132 2.174
C 0.900 0.663 0.464
H -2.052 2.791 -0.193
C 2.194 -0.050 0.016
H 2.984 0.431 0.635
H 0.226 -1.306 1.028
H -0.751 -2.407 -1.387
C -0.201 -0.291 1.092
H -3.059 -1.765 -0.094
H -0.714 -0.829 -1.337
O -1.612 2.924 0.654
*
```

=====

| no. | E_tot (hartree) | molar mass (g mol⁻¹) |
| --- | --- | --- |
| 1 | -383.6030 | 118.18 |
| 2 | -383.5504 | 118.18 |
| 3 | -383.3693 | 118.18 |
| 4 | -383.5187 | 118.18 |
| 5 | -383.6095 | 118.18 |
| 6 | -383.4848 | 118.18 |
| 7 | -383.5482 | 118.18 |
| 8 | -382.3378 | 118.18 |
| 9 | -458.8499 | 134.18 |
| 10 | -458.8938 | 134.18 |
| 11 | -458.8072 | 134.18 |